(1)
The molecule C3H11N2PS in a non-equilibrium geometry, computed with ωB97M-V/def2-TZVPD.

Element x y z (Å)
C: 0.394 -1.530 0.913
C: 0.094 0.862 1.711
C: 0.505 -0.111 0.509
N: 0.013 -0.753 -2.089
N: 0.127 1.810 -1.358
P: -0.631 0.151 -0.894
S: -2.518 -0.110 -0.560
H: -0.669 -1.687 0.995
H: 0.893 -2.208 0.200
H: 0.680 -1.822 1.850
H: -0.657 0.381 2.443
H: -0.389 1.808 1.333
H: 1.015 1.078 2.342
H: 1.481 0.072 0.150
H: 0.457 -1.511 -1.643
H: -0.407 -1.085 -2.912
H: -0.289 2.603 -0.678
H: -0.099 2.049 -2.312

Properties
ΔE to the lowest compared entry with this formula, charge and spin: 15.9 kJ/mol
SMILES: CC(C)P(N)(N)=S
E_LUMO: 0.030 Eh


(2)
A cluster of 2 separate species, C3H11N2S in total, computed with ωB97M-V/def2-TZVPD.

Element x y z (Å)
C: -0.410 -2.839 -0.233
N: 1.055 0.220 -1.642
C: 0.216 -0.737 -1.311
N: 0.473 -1.691 -0.467
H: 0.133 -3.757 -0.445
H: -1.268 -2.760 -0.885
H: -0.728 -2.845 0.806
H: 1.994 0.259 -1.271
H: 0.678 1.081 -2.007
H: -0.759 -0.724 -1.779
H: 1.342 -1.646 0.054
C: -0.635 2.494 1.056
S: 0.571 3.125 2.271
H: -0.857 3.287 0.350
H: -0.190 1.623 0.589
H: -1.570 2.220 1.542
H: -0.044 2.690 3.375

Properties
ΔE to the lowest compared entry with this formula, charge and spin: 70.2 kJ/mol
E_LUMO: -0.137 Eh
total charge: +1


(3)
A cluster of 2 separate species, C3H11N2S in total, computed with ωB97M-V/def2-TZVPD.

Element x y z (Å)
C: -0.268 0.334 -2.633
C: -0.625 0.006 1.001
C: 0.763 -0.455 0.913
N: -1.655 -0.761 0.639
N: 1.774 0.307 0.496
S: 0.178 -0.322 2.920
H: 0.450 -0.068 -3.335
H: -1.252 0.305 -3.081
H: -0.007 1.361 -2.409
H: -0.809 1.074 0.983
H: 0.906 -1.526 0.811
H: -1.544 -1.761 0.562
H: -2.592 -0.433 0.816
H: 2.715 -0.055 0.500
H: 1.680 1.309 0.434
H: -0.265 -0.261 -1.728
H: 0.550 0.946 3.113

Properties
ΔE to the lowest compared entry with this formula, charge and spin: 148.5 kJ/mol
E_LUMO: -0.136 Eh
total charge: +1


(4)
A cluster of 2 separate species, C3H11N2S in total in a non-equilibrium geometry, computed with ωB97M-V/def2-TZVPD.

Element x y z (Å)
C: 0.453 2.558 1.126
C: 0.755 0.204 0.202
C: -0.458 -2.195 -0.919
N: -1.192 -2.779 0.057
N: 0.004 1.505 0.128
S: -1.074 -1.466 -2.371
H: -0.112 2.288 2.098
H: 1.568 2.313 1.333
H: 0.512 3.559 0.780
H: 0.839 -0.105 1.217
H: 1.810 0.430 -0.150
H: 0.540 -2.236 -0.934
H: -2.238 -2.679 0.087
H: -0.795 -3.458 0.743
H: -1.072 1.339 0.202
H: 0.155 2.059 -0.725
H: 0.305 -1.337 -2.874

Properties
ΔE to the lowest compared entry with this formula, charge and spin: 453.7 kJ/mol
E_LUMO (alpha / beta): -0.141 / -0.141 Eh
total charge: +1


(5)
A cluster of 2 separate species, C3H11N3 in total in a non-equilibrium geometry, computed with ωB97M-V/def2-TZVPD.

Element x y z (Å)
C: 2.106 -0.865 2.195
N: 0.616 -0.701 2.098
C: -0.233 -1.288 3.087
H: 2.597 -0.068 2.709
H: 2.577 -0.801 1.222
H: 2.345 -1.934 2.561
H: 0.397 0.294 2.023
H: 0.138 -1.347 4.101
H: -1.144 -0.655 3.155
H: -0.329 -2.440 2.864
N: -1.849 2.224 -3.231
C: -1.153 1.125 -3.700
N: -1.258 0.567 -4.811
H: -1.639 2.355 -2.218
H: -2.288 2.650 -4.035
H: -0.555 0.638 -2.917
H: -0.328 0.247 -5.104

Properties
ΔE to the lowest compared entry with this formula, charge and spin: 249.2 kJ/mol
SMILES: [H]/N=C/N.CNC
E_LUMO: 0.025 Eh


(6)
A cluster of 2 separate species, C3H11N3 in total in a non-equilibrium geometry, computed with ωB97M-V/def2-TZVPD.

Element x y z (Å)
C: 0.617 2.951 2.528
C: -0.421 1.253 1.149
N: -0.664 2.402 1.779
H: 0.204 3.580 3.375
H: 1.331 2.189 2.868
H: 1.292 3.525 1.834
H: -1.168 0.924 0.510
H: 0.673 0.770 1.171
N: -0.920 -2.331 -2.642
C: -0.505 -2.217 -1.216
N: 0.558 -1.132 -0.950
H: -1.065 -3.226 -2.977
H: -0.195 -1.943 -3.276
H: -0.185 -3.325 -0.896
H: -1.363 -1.841 -0.621
H: 0.359 -0.170 -1.286
H: 1.450 -1.408 -1.351

Properties
ΔE to the lowest compared entry with this formula, charge and spin: 284.4 kJ/mol
SMILES: C=NC.NCN
E_LUMO: 0.037 Eh


(7)
A cluster of 2 separate species, C3H11N3 in total in a non-equilibrium geometry, computed with ωB97M-V/def2-TZVPD.

Element x y z (Å)
C: -1.435 -0.543 1.988
N: -0.705 0.986 -0.329
C: -1.141 1.525 0.939
N: -1.466 0.902 1.966
H: -2.160 -0.940 2.689
H: -0.431 -0.872 2.263
H: -1.643 -0.972 0.999
H: -1.261 1.393 -1.072
H: 0.226 1.345 -0.524
H: -1.139 2.619 0.909
C: 1.976 -0.369 -1.455
N: 0.950 -1.396 -1.660
H: 2.142 -0.052 -0.419
H: 1.755 0.453 -2.140
H: 2.950 -0.744 -1.780
H: 1.244 -2.260 -1.227
H: 0.138 -1.073 -1.146

Properties
ΔE to the lowest compared entry with this formula, charge and spin: 144.0 kJ/mol
SMILES: C/N=C\N.CN
E_LUMO: 0.030 Eh


(8)
The molecule C3H11N3 in a non-equilibrium geometry, computed with ωB97M-V/def2-TZVPD.

Element x y z (Å)
C: 0.183 -0.041 -0.096
C: -1.008 -0.980 -0.211
C: -0.456 1.398 0.181
N: 1.038 -0.413 1.006
N: -0.611 -2.381 -0.594
N: 0.441 2.512 -0.034
H: 0.719 0.004 -1.064
H: 1.824 0.220 1.094
H: 1.384 -1.361 0.913
H: 0.776 2.525 -0.992
H: -0.111 -2.395 -1.477
H: -0.101 -2.852 0.146
H: 1.242 2.463 0.586
H: -1.683 -0.635 -0.996
H: -1.527 -1.049 0.744
H: -1.343 1.569 -0.433
H: -0.768 1.414 1.227

Properties
ΔE to the lowest compared entry with this formula, charge and spin: 60.6 kJ/mol
SMILES: NCC(N)CN
E_LUMO: 0.036 Eh


(9)
A cluster of 2 separate species, C3H11N3 in total in a non-equilibrium geometry, computed with ωB97M-V/def2-TZVPD.

Element x y z (Å)
C: -2.191 0.682 0.743
C: 1.872 -1.720 0.050
C: -2.385 0.266 -0.707
N: 2.209 1.767 -0.082
N: 2.311 0.513 -0.132
N: 1.507 -0.359 0.296
H: -3.021 1.301 1.080
H: -2.128 -0.192 1.385
H: -1.271 1.250 0.855
H: 1.538 -2.032 -0.943
H: 2.958 -1.879 0.115
H: 1.369 -2.341 0.789
H: -2.391 1.139 -1.359
H: -1.578 -0.391 -1.022
H: -3.331 -0.255 -0.839
H: 1.330 2.041 0.361
H: 3.201 0.210 -0.589

Properties
ΔE to the lowest compared entry with this formula, charge and spin: 301.2 kJ/mol
E_LUMO: 0.036 Eh


(10)
A cluster of 2 separate species, C3H11N3 in total in a non-equilibrium geometry, computed with ωB97M-V/def2-TZVPD.

Element x y z (Å)
C: -0.412 -1.409 1.051
C: 0.962 1.760 0.885
C: -0.871 -0.343 0.091
N: -2.081 0.084 0.161
H: -2.259 0.828 -0.512
H: 0.608 -1.750 0.877
H: -0.467 -1.010 2.066
H: 0.749 2.829 0.971
H: 0.602 1.323 1.818
H: 2.050 1.653 0.810
H: -1.083 -2.271 0.985
N: -0.011 -0.020 -1.036
N: 0.641 -1.119 -1.671
H: -0.015 -1.626 -2.263
H: -0.468 0.624 -1.684
H: 0.647 1.227 -0.299
H: 1.408 -0.780 -2.250

Properties
ΔE to the lowest compared entry with this formula, charge and spin: 307.8 kJ/mol
SMILES: [H]/N=C(/C)NN.C
E_LUMO: 0.029 Eh


(11)
A cluster of 2 separate species, C3H11N3 in total in a non-equilibrium geometry, computed with ωB97M-V/def2-TZVPD.

Element x y z (Å)
C: -3.515 -0.425 -1.084
C: -2.604 -0.186 0.151
N: -1.386 -0.943 0.251
H: -3.720 0.501 -1.622
H: -3.025 -1.075 -1.801
H: -4.496 -0.801 -0.785
H: -2.437 0.866 0.197
H: -3.186 -0.330 1.058
H: -1.576 -1.935 0.229
H: -0.659 -0.702 -0.406
N: 3.087 0.439 1.310
C: 3.885 0.598 0.173
N: 4.618 1.603 0.012
H: 2.958 1.284 1.843
H: 3.286 -0.356 1.900
H: 3.707 -0.216 -0.530
H: 5.065 1.678 -0.895

Properties
ΔE to the lowest compared entry with this formula, charge and spin: 108.6 kJ/mol
SMILES: [H]/N=C/N.CCN
E_LUMO: 0.037 Eh


(12)
A cluster of 2 separate species, C3H11N3 in total in a non-equilibrium geometry, computed with ωB97M-V/def2-TZVPD.

Element x y z (Å)
C: 2.005 0.742 -0.569
C: 1.741 0.409 0.725
N: 0.480 -0.103 1.038
N: 3.304 1.308 -0.857
H: 1.386 0.503 -1.456
H: 2.487 0.640 1.495
H: 0.226 0.245 1.964
H: 0.541 -1.141 1.227
H: 3.243 2.326 -1.185
H: 3.694 0.863 -1.702
C: -2.560 -0.969 0.479
N: -3.228 -0.436 -0.736
H: -1.690 -1.617 0.238
H: -3.327 -1.608 0.934
H: -2.209 -0.137 1.102
H: -2.547 0.078 -1.307
H: -3.545 -1.103 -1.389

Properties
ΔE to the lowest compared entry with this formula, charge and spin: 203.1 kJ/mol
E_LUMO (alpha / beta): -0.167 / -0.321 Eh
total charge: +1
multiplicity: 2


(13)
A cluster of 2 separate species, C3H11N3 in total in a non-equilibrium geometry, computed with ωB97M-V/def2-TZVPD.

Element x y z (Å)
C: -0.031 -0.022 0.064
N: -0.920 1.061 -0.201
C: -2.108 0.697 -0.821
N: -2.341 1.707 -1.928
C: 2.993 -1.549 1.977
N: 2.102 -1.551 0.803
H: 0.612 0.299 0.879
H: -0.569 -0.893 0.457
H: 0.539 -0.214 -0.861
H: -2.042 -0.272 -1.317
H: -2.965 0.817 -0.137
H: -2.268 1.206 -2.815
H: -1.530 2.328 -2.019
H: 2.147 -1.085 2.517
H: 3.475 -2.488 2.240
H: 1.628 -2.460 0.807
H: 3.825 -0.859 1.836

Properties
ΔE to the lowest compared entry with this formula, charge and spin: 550.1 kJ/mol
E_LUMO (alpha / beta): -0.319 / -0.296 Eh
total charge: +1
multiplicity: 2


(14)
The ion C3H11N3 with charge +2 in a non-equilibrium geometry, computed with ωB97M-V/def2-TZVPD.

Element x y z (Å)
C: -0.518 -2.819 -0.040
C: -0.096 -0.488 0.555
C: -0.066 1.917 0.559
N: -0.009 -1.678 -0.378
N: 0.831 0.546 -1.238
N: -0.230 0.689 -0.262
H: -1.188 -2.795 0.829
H: -0.696 -3.633 -0.781
H: -0.944 -0.513 1.209
H: 0.679 -0.282 1.288
H: -0.823 2.086 1.310
H: 0.908 1.816 1.116
H: -0.053 2.803 -0.043
H: -1.300 0.668 -0.532
H: 1.639 0.731 -0.795
H: 0.777 1.120 -2.148
H: 0.635 -1.637 -1.176

Properties
ΔE to the lowest compared entry with this formula, charge and spin: 202.9 kJ/mol
SMILES: C=[NH+]C[N@@H+](C)N
E_LUMO: -0.362 Eh
total charge: +2


(15)
A cluster of 2 separate species, C3H11N3O in total in a non-equilibrium geometry, computed with ωB97M-V/def2-TZVPD.

Element x y z (Å)
N: 2.401 -1.224 -0.830
C: 2.356 -1.147 0.606
O: 1.044 -1.595 1.063
H: 1.613 -1.784 -1.238
H: 2.335 -0.272 -1.248
H: 3.099 -1.834 1.058
H: 2.585 -0.137 0.987
C: -0.720 2.224 0.400
N: -0.790 0.745 0.112
C: -1.967 0.383 -0.330
N: -2.309 -0.830 -0.841
H: -0.470 2.695 -0.550
H: -0.007 2.468 1.203
H: -1.680 2.641 0.730
H: 0.418 -0.876 0.853
H: -2.769 1.129 -0.416
H: -1.848 -1.668 -0.514
H: -3.293 -0.919 -1.044

Properties
ΔE to the lowest compared entry with this formula, charge and spin: 158.8 kJ/mol
E_LUMO (alpha / beta): 0.150 / 0.151 Eh
total charge: -1
multiplicity: 2